14
Properties=species:S:1:pos:R:3:forces:R:3:mulliken_charge:R:1 method="wB97M-V/def2-TZVPD" de_lowest_ev=4.987 homo_lumo_gap_ha=0.2808 fmax_ha_per_bohr=0.022 lumo_ev=-0.7 spin_multiplicity=1 homo_ev=-8.3
H -0.5518 -2.7844 -0.0202 0.013 0.143 0.008 0.389
H 1.3184 0.5596 -1.2102 -0.006 -0.022 0.144 0.327
C -0.2044 0.9435 0.2652 0.106 -0.075 0.173 0.055
H -1.0945 0.4284 -0.3369 -0.081 0.005 -0.100 0.300
C -1.5677 -0.9140 -0.2028 0.224 -0.063 0.179 -0.889
C 1.0928 0.2588 -0.1777 -0.031 0.025 -0.030 -0.587
C -0.3165 2.3424 -0.1394 -0.126 0.872 -0.282 0.158
H 1.7542 -1.8900 -0.0736 -0.119 0.052 -0.004 0.361
C 0.8913 -1.2339 -0.0885 -0.092 -0.096 0.000 -0.542
N -0.3882 3.4475 -0.4755 0.071 -1.085 0.339 -0.423
H -0.3744 0.8473 1.3413 0.027 0.025 -0.200 0.363
C -0.3592 -1.7096 -0.0776 0.063 0.250 -0.009 -0.035
H -2.1268 -0.8943 0.7488 0.057 0.028 -0.121 0.196
H 1.9267 0.5988 0.4470 -0.107 -0.060 -0.095 0.329